# 1
100
Properties=species:S:1:pos:R:3 method="wB97M-V/def2-TZVPD" de_lowest_kcal_mol=37.0 total_charge=0 e_homo_ha="-0.27044 / -0.30295" multiplicity=4 total_energy_ev=-82333.606 lumo_ev="-0.30 / -2.01" gap_ha="0.2593 / 0.2289"
Au -0.938 2.132 1.228
O -2.910 7.760 0.915
C -1.593 7.767 0.928
O -0.939 8.783 0.963
C -0.907 6.443 0.868
C 0.455 6.308 0.743
N 0.720 4.993 0.678
N -0.393 4.266 0.753
C -1.394 5.115 0.888
C -2.761 4.525 1.132
O -3.743 5.275 1.049
O -2.797 3.288 1.427
H -3.285 6.828 0.923
H 1.223 7.065 0.700
H 1.612 4.531 0.646
C -3.676 -5.409 2.475
C -4.644 -4.521 1.709
C -6.048 -4.590 2.288
C -7.012 -3.830 1.391
C -6.511 -2.423 1.158
C -7.386 -1.419 0.798
C -6.932 -0.122 0.599
F -7.827 0.817 0.258
C -5.616 0.210 0.748
C -4.715 -0.795 1.106
C -3.291 -0.437 1.228
O -2.897 0.668 0.860
C -2.443 -1.498 1.723
C -2.938 -2.755 1.876
N -4.219 -3.098 1.684
C -5.150 -2.109 1.317
C -1.018 -1.227 1.987
O -0.151 -2.246 1.773
O -0.637 -0.176 2.417
H -4.125 -6.398 2.568
H -3.500 -5.022 3.483
H -2.718 -5.533 1.968
H -4.684 -4.856 0.668
H -6.035 -4.144 3.288
H -6.347 -5.633 2.389
H -8.009 -3.797 1.830
H -7.102 -4.348 0.432
H -8.441 -1.636 0.674
H -5.249 1.220 0.603
H -2.270 -3.539 2.199
C 5.060 -0.383 -6.704
C 4.286 -0.050 -5.454
C 2.970 -0.463 -5.287
C 2.238 -0.163 -4.141
C 0.817 -0.667 -4.050
C 2.850 0.574 -3.117
Te 1.570 1.137 -1.365
N 1.106 1.625 0.789
C 1.694 2.141 1.878
O 0.999 2.519 2.848
C 3.183 2.303 2.002
C 3.933 2.945 1.026
C 5.294 3.165 1.205
C 5.915 2.734 2.367
C 5.166 2.102 3.356
C 3.805 1.905 3.184
C 1.476 -0.862 -0.637
C 0.260 -1.481 -0.545
C -0.995 -1.075 -1.268
C 0.137 -2.678 0.357
C 1.384 -3.464 0.519
C 1.292 -4.875 1.034
C 2.565 -2.828 0.325
C 2.659 -1.493 -0.141
C 4.005 -0.835 -0.189
C 4.169 1.018 -3.273
C 4.904 1.856 -2.255
C 4.864 0.692 -4.436
H 4.457 -0.973 -7.395
H 5.960 -0.952 -6.465
H 5.374 0.527 -7.220
H 2.488 -1.034 -6.076
H 0.483 -1.047 -5.015
H 0.128 0.120 -3.742
H 0.746 -1.481 -3.324
H 3.446 3.292 0.127
H 5.866 3.677 0.439
H 6.974 2.904 2.512
H 5.645 1.777 4.272
H 3.201 1.443 3.955
H -0.937 -0.075 -1.686
H -1.869 -1.112 -0.625
H -1.186 -1.780 -2.086
H -0.700 -3.305 0.043
H 0.254 -5.207 1.106
H 1.737 -4.960 2.029
H 1.826 -5.567 0.378
H 3.489 -3.355 0.550
H 4.771 -1.481 0.238
H 4.001 0.102 0.376
H 4.286 -0.601 -1.219
H 4.312 2.014 -1.368
H 5.159 2.832 -2.679
H 5.839 1.377 -1.954
H 5.889 1.039 -4.544


# 2
22
Properties=species:S:1:pos:R:3 method="wB97M-V/def2-TZVPD" de_lowest_kcal_mol=36.0 total_charge=0 e_homo_ha=-0.30251 smiles=CCN(C)CC.O total_energy_ev=-8964.798 lumo_ev=0.70 gap_ha=0.3282
C -0.091 2.459 1.658
C 0.883 1.490 0.984
N 0.532 1.018 -0.337
C 1.233 -0.217 -0.742
C 0.943 -1.464 0.121
C -0.906 0.898 -0.551
H -0.913 1.987 2.197
H -0.418 3.139 0.866
H 0.508 3.013 2.349
H 1.795 2.089 0.875
H 1.319 0.739 1.665
H 0.922 -0.285 -1.775
H 2.303 0.005 -0.686
H 0.628 -1.046 1.080
H 0.213 -2.173 -0.258
H 1.873 -2.015 0.291
H -1.083 0.416 -1.520
H -1.460 0.321 0.204
H -1.361 1.886 -0.658
H -1.697 -4.107 -2.485
H -2.895 -3.743 -1.455
O -2.327 -4.413 -1.824


# 3
17
Properties=species:S:1:pos:R:3 method="wB97M-V/def2-TZVPD" de_lowest_kcal_mol=48.4 total_charge=0 e_homo_ha=-0.31596 total_energy_ev=-9440.945 lumo_ev=0.86 gap_ha=0.3476
C -2.256 -0.405 -0.225
C -0.775 -0.357 -0.564
O -0.479 0.815 -1.302
C 0.151 -0.506 0.668
C 1.551 -0.517 0.114
C 2.270 0.596 -0.016
O 2.152 1.644 0.850
H -2.531 -1.346 0.264
H -2.525 0.421 0.446
H -2.839 -0.301 -1.145
H -0.533 -1.177 -1.252
H -0.695 1.577 -0.747
H -0.041 0.345 1.339
H -0.115 -1.412 1.225
H 1.817 -1.371 -0.499
H 1.876 1.201 1.665
H 2.973 0.792 -0.821


# 4
60
Properties=species:S:1:pos:R:3 method="wB97M-V/def2-TZVPD" de_lowest_kcal_mol=0.0 total_charge=-1 e_homo_ha=-0.13696 total_energy_ev=-121198.479 lumo_ev=2.47 gap_ha=0.2278
Pt 1.001 1.140 0.129
Br 2.874 0.455 2.863
C 1.622 1.859 3.140
C 1.764 2.627 4.276
C 0.804 3.598 4.514
C -0.256 3.709 3.642
C -0.316 2.899 2.516
N 0.649 2.000 2.239
C -1.565 3.007 1.599
O -2.558 3.476 2.184
O -1.445 2.593 0.432
H 2.593 2.458 4.946
H 0.878 4.234 5.387
H -1.078 4.393 3.795
C 2.565 1.735 -3.809
C 1.448 1.739 -2.757
C 1.098 3.192 -2.421
C 1.851 0.980 -1.492
C 0.239 0.944 -3.255
C 0.419 -0.370 -3.698
C -0.654 -1.137 -4.121
C -1.938 -0.610 -4.106
C -2.134 0.683 -3.645
C -1.059 1.448 -3.216
H 3.440 2.261 -3.419
H 2.243 2.237 -4.725
H 2.873 0.721 -4.067
H 1.982 3.689 -2.019
H 0.323 3.237 -1.656
H 0.771 3.736 -3.314
H 2.646 0.253 -1.718
H 1.405 -0.815 -3.671
H -0.487 -2.158 -4.442
H -2.780 -1.209 -4.434
H -3.134 1.097 -3.594
H -1.248 2.433 -2.812
O 1.067 -2.150 -1.107
S 1.048 -1.860 0.345
C 0.689 -3.458 1.119
C 1.024 -3.654 2.451
C 0.769 -4.881 3.048
C 0.197 -5.906 2.306
C -0.115 -5.707 0.967
C 0.134 -4.481 0.368
C -0.555 -1.135 0.726
C -0.873 -0.829 2.044
C -2.101 -0.248 2.329
C -2.991 0.028 1.303
C -2.663 -0.280 -0.010
C -1.442 -0.860 -0.309
H 1.489 -2.851 3.014
H 1.026 -5.039 4.089
H 0.001 -6.865 2.769
H -0.554 -6.511 0.388
H -0.083 -4.299 -0.678
H -0.158 -1.024 2.836
H -2.347 0.029 3.347
H -3.920 0.537 1.526
H -3.338 -0.020 -0.815
H -1.137 -1.072 -1.328


# 5
15
Properties=species:S:1:pos:R:3 method="wB97M-V/def2-TZVPD" de_lowest_kcal_mol=71.1 total_charge=0 e_homo_ha="-0.30975 / -0.30949" total_energy_ev=-11343.350 lumo_ev="-0.37 / -0.37" gap_ha="0.2961 / 0.2959"
C -2.252 -0.154 -0.564
C 1.321 1.193 -0.483
C 1.998 0.010 -0.032
C 0.004 1.196 -0.707
C 1.277 -1.116 0.110
C -0.817 0.034 -0.310
N -3.366 -0.371 -0.631
N -0.057 -1.140 -0.090
O -1.590 0.442 1.649
H 1.938 2.079 -0.469
H 3.068 0.157 0.252
H -0.508 2.197 -0.900
H 1.531 -2.087 0.538
H -0.584 -2.008 -0.084
H -1.963 -0.432 1.720


# 6
27
Properties=species:S:1:pos:R:3 method="wB97M-V/def2-TZVPD" de_lowest_kcal_mol=0.0 total_charge=+2 e_homo_ha=-0.57531 total_energy_ev=-36614.077 lumo_ev=-7.89 gap_ha=0.2852
Cd -0.084 1.009 -1.087
C -0.067 1.887 1.311
O -0.086 2.163 2.415
C -0.079 3.445 -1.194
O -0.065 4.518 -0.780
C -2.421 1.249 -0.619
O -3.394 1.189 -0.010
C 2.262 1.251 -0.730
O 3.278 1.289 -0.198
C -0.082 -0.412 -4.856
H 0.852 -0.984 -4.779
H -1.013 -0.984 -4.753
C -0.086 0.893 -5.168
H -1.020 1.444 -5.336
H 0.845 1.443 -5.360
S -0.104 -1.535 -0.444
C 0.041 -1.618 1.262
N -1.102 -1.643 2.034
C -1.064 -1.608 3.399
C 0.156 -1.547 4.047
C 1.343 -1.565 3.298
C 1.276 -1.653 1.912
H -1.984 -1.769 1.536
H -2.037 -1.629 3.891
H 0.173 -1.538 5.130
H 2.305 -1.553 3.797
H 2.160 -1.742 1.283


# 7
15
Properties=species:S:1:pos:R:3 method="wB97M-V/def2-TZVPD" de_lowest_kcal_mol=56.5 total_charge=+1 e_homo_ha=-0.47605 total_energy_ev=-5791.409 lumo_ev=-5.46 gap_ha=0.2754
C -3.227 -0.682 0.321
C -2.709 -1.887 0.086
H -2.841 -0.168 1.201
H -3.836 -0.142 -0.391
H -1.908 -2.219 0.739
H -3.212 -2.609 -0.542
C 2.947 1.030 0.343
C 0.908 0.879 -0.954
N 1.644 0.455 -0.009
H 3.730 0.332 0.054
H 2.971 1.137 1.423
H 3.097 1.972 -0.170
H 1.361 1.474 -1.741
H -0.125 0.562 -1.053
H 1.200 -0.133 0.693


# 8
10
Properties=species:S:1:pos:R:3 method="wB97M-V/def2-TZVPD" de_lowest_kcal_mol=378.6 total_charge=0 e_homo_ha=-0.39294 total_energy_ev=-12146.332 lumo_ev=-2.88 gap_ha=0.2871
C -0.648 -0.875 -0.337
C -0.349 0.782 1.296
H -1.266 -2.482 -1.105
H 0.609 2.468 0.970
N -0.317 -0.364 0.952
N -0.172 1.897 1.753
N 1.165 1.313 -1.032
N 2.773 -0.221 -0.822
O -1.509 -1.989 -0.179
O -0.287 -0.528 -1.496